Here is a structure of composition C54H53As2NP2PdS from the OMol25 dataset. Energies are from wB97M-V/def2-TZVPD.

As for the total charge: +2. For the total energy, the calculation gives -7824.1511 hartree. For the HOMO-LUMO gap, the calculation gives 0.1985 Eh. The HOMO energy is -12.55 eV. The value obtained for the energy relative to the best compared isomer or geometry (same formula, charge and spin) is 74.40 kcal/mol.

Geometry (Å):
Pd1 0.603488 -0.599997 0.815417
C1 -1.905719 1.636208 1.848775
C2 -2.174116 0.178641 2.276347
As1 -0.529137 -0.569274 3.065838
C3 -0.590920 0.322448 4.778036
C4 -1.816541 0.484709 5.419431
C5 -1.859868 1.064664 6.680335
C6 -0.687253 1.482820 7.299036
C7 0.535032 1.302559 6.666407
C8 0.584470 0.719401 5.407475
C9 -0.712762 -2.431579 3.624644
C10 -0.257980 -3.450670 2.789596
C11 -0.265948 -4.775580 3.203919
C12 -0.710953 -5.096327 4.479236
C13 -1.127348 -4.085729 5.334741
C14 -1.113782 -2.760282 4.917869
As2 -0.553014 1.914185 0.418790
C15 1.147369 1.852190 1.414547
C16 1.296790 2.255066 2.750346
C17 2.530377 2.194027 3.362257
C18 3.640035 1.673471 2.685786
C19 3.521307 1.276091 1.372998
C20 2.281502 1.384476 0.714666
C21 -0.723006 3.841570 0.227350
C22 0.377052 4.688248 0.313607
C23 0.211897 6.054949 0.117196
C24 -1.043094 6.574207 -0.171077
C25 -2.136793 5.725617 -0.274264
C26 -1.975676 4.359995 -0.087137
H1 -1.637397 2.249466 2.707478
H2 -2.822227 2.056403 1.440195
H3 -2.455110 -0.444724 1.432580
H4 -3.002580 0.159767 2.975461
H5 -2.734867 0.149548 4.963311
H6 -2.812658 1.182607 7.182236
H7 -0.728433 1.943190 8.278653
H8 1.451581 1.608731 7.156166
H9 1.539577 0.555810 4.926866
H10 0.105686 -3.219156 1.803552
H11 0.081248 -5.552965 2.533763
H12 -0.721108 -6.127873 4.810808
H13 -1.454167 -4.324711 6.339204
H14 -1.418930 -1.989811 5.610372
H15 0.451381 2.648838 3.296880
H16 2.641720 2.554200 4.378916
H17 4.599989 1.615606 3.184171
H18 4.388343 0.920248 0.829599
H19 2.231992 1.239738 -0.353404
H20 1.361836 4.301912 0.538142
H21 1.067949 6.714667 0.193739
H22 -1.167723 7.639410 -0.321993
H23 -3.116525 6.127468 -0.504833
H24 -2.831433 3.701537 -0.190561
C27 -2.057125 -6.330799 -4.652557
S1 -0.956956 -4.967843 -5.100025
C28 0.365798 -5.257989 -3.889876
C29 0.165222 -4.464100 -2.606723
C30 0.227448 -2.966507 -2.891020
N1 0.302773 -2.110778 -1.685031
P1 1.717749 -1.650679 -0.907228
C31 2.680858 -3.071417 -0.401115
C32 3.374500 -3.821557 -1.355422
C33 4.121273 -4.914454 -0.950697
C34 4.198717 -5.247717 0.400385
C35 3.534216 -4.487996 1.352611
C36 2.775256 -3.395127 0.952952
C37 2.768253 -0.783239 -2.073914
C38 4.094917 -0.562094 -1.684433
C39 4.919045 0.240954 -2.456969
C40 4.429861 0.821542 -3.621454
C41 3.122765 0.584122 -4.025597
C42 2.287474 -0.205403 -3.247916
P2 -0.971904 -1.547484 -0.727285
C43 -2.221331 -2.837049 -0.535655
C44 -2.710934 -3.242702 0.701695
C45 -3.732694 -4.183911 0.777098
C46 -4.271316 -4.713699 -0.383962
C47 -3.814625 -4.280142 -1.626424
C48 -2.810165 -3.333818 -1.708598
C49 -1.889965 -0.322141 -1.666948
C50 -3.251971 -0.157425 -1.403634
C51 -3.969609 0.830790 -2.065730
C52 -3.332244 1.652250 -2.986967
C53 -1.970559 1.502302 -3.231883
C54 -1.251369 0.533413 -2.558149
H25 -2.943650 -6.239594 -5.278814
H26 -2.354204 -6.274890 -3.603474
H27 -1.579257 -7.288332 -4.855698
H28 1.305398 -4.987052 -4.378089
H29 0.398038 -6.326565 -3.678137
H30 0.934281 -4.728487 -1.876960
H31 -0.796290 -4.727529 -2.167276
H32 -0.633246 -2.654767 -3.482434
H33 1.109601 -2.752400 -3.500649
H34 3.337055 -3.550090 -2.405211
H35 4.651204 -5.505879 -1.687484
H36 4.797256 -6.096607 0.708887
H37 3.607777 -4.742322 2.402750
H38 2.265196 -2.792745 1.692202
H39 4.484720 -1.033650 -0.788434
H40 5.945641 0.409519 -2.156911
H41 5.073586 1.453483 -4.221447
H42 2.754298 1.008633 -4.951325
H43 1.280507 -0.407901 -3.579528
H44 -2.321494 -2.822376 1.608370
H45 -4.109699 -4.488503 1.745201
H46 -5.064494 -5.450838 -0.329427
H47 -4.259667 -4.666153 -2.535693
H48 -2.499034 -2.976965 -2.683889
H49 -3.762033 -0.799711 -0.695696
H50 -5.028335 0.948663 -1.868977
H51 -3.895461 2.413340 -3.514025
H52 -1.471447 2.150348 -3.941527
H53 -0.191660 0.453060 -2.715397

Forces on the atoms, in the same order (eV/Å):
0.35 -0.52 -0.65
0.19 -0.21 0.11
0.06 0.22 0.10
-0.92 -0.38 -0.24
0.41 0.16 -0.05
0.16 0.17 0.07
0.02 0.01 0.03
-0.06 0.01 -0.02
0.00 -0.02 -0.01
-0.06 -0.18 0.19
0.13 0.02 0.16
-0.04 -0.07 0.15
-0.04 0.04 0.02
0.00 0.00 0.00
0.00 0.04 0.01
-0.16 -0.07 -0.01
0.00 0.32 0.20
0.10 -0.01 0.08
0.15 0.16 -0.25
0.14 0.07 -0.06
-0.01 0.06 0.07
-0.13 -0.07 -0.12
-0.10 -0.06 0.46
0.00 -0.02 -0.03
-0.12 0.14 0.00
0.00 -0.03 -0.01
0.05 0.01 0.00
-0.04 -0.02 -0.03
-0.01 0.05 0.00
-0.06 0.05 0.13
-0.08 0.07 -0.06
-0.03 -0.04 -0.16
-0.13 -0.05 0.11
-0.10 0.00 -0.02
0.05 0.01 -0.03
0.00 -0.04 -0.04
-0.04 -0.01 -0.01
-0.06 -0.05 0.06
0.04 0.08 -0.26
-0.01 0.03 0.01
0.01 0.06 -0.02
0.01 0.01 -0.04
-0.02 0.00 0.04
-0.04 0.04 0.01
0.01 -0.03 -0.06
-0.05 0.01 -0.01
-0.04 0.04 0.00
0.00 -0.03 -0.19
0.04 -0.03 0.04
-0.04 -0.03 -0.01
0.01 -0.05 0.02
0.06 -0.03 0.01
-0.03 0.02 0.00
-0.02 0.08 0.02
-0.04 -0.13 -0.02
-0.09 0.05 -0.07
0.09 0.03 0.08
0.01 0.04 0.07
-0.15 -0.38 -0.46
-0.49 0.25 -0.15
0.14 0.10 0.37
0.02 -0.02 0.04
-0.01 -0.03 0.01
0.02 0.01 -0.04
-0.04 -0.01 -0.03
0.07 -0.14 -0.14
0.09 0.22 0.17
0.00 -0.01 -0.09
-0.01 -0.02 0.02
0.00 0.01 -0.02
-0.02 -0.02 0.00
0.12 -0.08 -0.03
0.77 -0.14 0.20
-0.06 0.00 0.26
-0.08 -0.14 -0.24
0.02 0.06 -0.02
-0.02 -0.01 -0.02
-0.03 -0.01 -0.01
0.03 0.05 0.03
-0.15 0.11 0.22
-0.01 0.06 -0.06
0.04 0.01 0.02
-0.01 0.00 0.03
-0.05 0.04 -0.05
-0.14 -0.04 -0.12
0.02 -0.02 0.03
0.01 -0.01 -0.06
-0.02 0.03 0.01
0.00 -0.02 0.05
0.07 0.01 -0.04
0.02 -0.02 -0.02
0.01 -0.01 0.06
0.03 0.05 -0.07
0.04 0.05 0.04
0.01 -0.01 0.04
-0.01 0.03 0.05
-0.04 0.04 -0.02
0.01 0.03 -0.04
-0.01 0.04 0.05
-0.01 0.04 -0.02
-0.04 -0.01 -0.01
-0.03 -0.06 0.02
0.01 -0.01 0.05
-0.05 0.02 -0.03
0.13 0.05 0.21
0.03 0.00 -0.03
0.06 0.06 0.01
0.03 0.02 0.04
-0.05 -0.06 0.05
0.01 -0.01 -0.05
0.05 0.00 -0.02
0.03 -0.04 0.03
-0.02 -0.02 0.03
0.16 0.00 0.00

Here is a structure of composition C54H53AsN13O2PTl from the OMol25 dataset. Energies are from wB97M-V/def2-TZVPD.

As for the total charge: -1. For the total energy, the calculation gives -5701.5749 hartree. For the HOMO-LUMO gap, the calculation gives 0.2463 Eh. The HOMO energy is -4.65 eV.

Geometry (Å):
Tl1 0.500530 0.334012 0.103516
C1 -4.109693 -2.139329 -0.016725
C2 -2.637571 -1.847045 0.138315
N1 -2.051554 -0.875074 -0.484301
N2 -2.784680 -0.091013 -1.278706
C3 -2.060651 0.577836 -2.194188
O1 -0.868520 0.386275 -2.494111
C4 -2.862379 1.587309 -2.967022
C5 -2.257619 2.271254 -4.016701
C6 -2.958404 3.228443 -4.733127
C7 -4.277380 3.511255 -4.409660
C8 -4.887110 2.838139 -3.359368
C9 -4.186083 1.880921 -2.643667
C10 -1.811242 -2.752249 0.937502
C11 -2.382716 -3.822643 1.650134
C12 -1.565299 -4.728187 2.296666
C13 -0.187593 -4.562087 2.237191
C14 0.290640 -3.455564 1.552126
N3 -0.481021 -2.585110 0.925762
H1 -4.538711 -1.357893 -0.639642
H2 -4.620461 -2.144611 0.949997
H3 -4.276225 -3.107219 -0.496869
H4 -1.231101 2.032157 -4.261313
H5 -2.474835 3.759574 -5.543960
H6 -4.826486 4.259285 -4.968537
H7 -5.913614 3.062343 -3.094720
H8 -4.646611 1.342252 -1.828266
H9 -3.456364 -3.944411 1.675979
H10 -1.994863 -5.561457 2.839778
H11 0.484822 -5.263142 2.713676
H12 1.356655 -3.246856 1.495155
N4 -2.951314 2.772678 2.637397
C15 -2.292152 1.624601 2.381885
N5 -1.559138 1.775277 1.316849
C16 -1.788167 3.064001 0.934471
N6 -2.641659 3.697186 1.715100
C17 -1.138945 3.652170 -0.236089
C18 -1.417464 4.950724 -0.663082
N7 -0.822694 5.471581 -1.724872
C19 0.053052 4.696339 -2.357990
C20 0.334145 3.405516 -1.937525
N8 -0.260791 2.886650 -0.875637
H13 -3.587293 3.002165 3.378349
H14 -2.375547 0.727086 2.973285
H15 -2.121220 5.569988 -0.122218
H16 0.542036 5.131539 -3.221837
H17 1.045415 2.766742 -2.443794
C21 3.248484 -3.367941 -2.042983
C22 2.664699 -4.744170 -1.747066
As1 4.015394 -6.158573 -1.404123
C23 5.025040 -5.925871 -3.072984
C24 5.886457 -4.873262 -3.367838
C25 6.483124 -4.778697 -4.616730
C26 6.225464 -5.732816 -5.590323
C27 5.361938 -6.782328 -5.312702
C28 4.773463 -6.876338 -4.060959
C29 5.107065 -5.171184 -0.114899
C30 6.497906 -5.219681 -0.136494
C31 7.246261 -4.589789 0.847819
C32 6.612649 -3.915975 1.881036
C33 5.226091 -3.869840 1.920651
C34 4.483558 -4.498850 0.934440
P1 1.989513 -2.029490 -1.684098
C35 0.928395 -2.279454 -3.159944
C36 -0.426455 -2.483960 -2.919691
C37 -1.314013 -2.652783 -3.971884
C38 -0.846675 -2.642128 -5.276541
C39 0.509656 -2.469270 -5.524387
C40 1.392795 -2.280542 -4.473097
C41 3.027635 -0.603240 -2.193989
C42 4.250090 -0.401960 -1.554981
C43 5.051106 0.677651 -1.884087
C44 4.627162 1.588789 -2.838727
C45 3.388073 1.427796 -3.437702
C46 2.585039 0.343238 -3.115621
H18 3.597668 -3.302268 -3.074138
H19 4.091028 -3.158462 -1.381762
H20 2.038842 -5.081985 -2.575619
H21 2.018378 -4.704130 -0.864747
H22 6.091695 -4.114702 -2.622441
H23 7.145999 -3.950857 -4.835358
H24 6.696593 -5.659135 -6.562235
H25 5.146543 -7.524006 -6.071540
H26 4.098004 -7.696267 -3.839578
H27 7.000114 -5.754451 -0.934997
H28 8.327924 -4.625322 0.808592
H29 7.194842 -3.430460 2.653550
H30 4.722661 -3.339123 2.718942
H31 3.400729 -4.457665 0.976481
H32 -0.773651 -2.473000 -1.895976
H33 -2.372091 -2.772099 -3.772314
H34 -1.537381 -2.755982 -6.103265
H35 0.875882 -2.470266 -6.544329
H36 2.443490 -2.116457 -4.684256
H37 4.567215 -1.081636 -0.770966
H38 6.003665 0.817464 -1.388351
H39 5.249204 2.437433 -3.094419
H40 3.040924 2.161597 -4.156505
H41 1.599341 0.243622 -3.552911
N9 0.843428 5.777908 1.878832
C47 1.599993 5.096251 1.309290
N10 2.516643 4.438477 0.670704
C48 2.555261 3.194225 0.339734
N11 2.676464 2.080958 0.002225
C49 1.286194 3.198036 3.953649
N12 0.717522 2.100460 4.722635
C50 0.491124 2.364576 6.126894
C51 -0.481595 1.366217 6.728077
C52 -0.041026 -0.035611 6.343880
N13 0.045431 -0.137243 4.905409
C53 0.009905 -1.469932 4.338302
C54 0.556467 0.884867 4.120453
O2 0.801054 0.721414 2.932932
H42 2.121941 3.642326 4.499866
H43 0.543130 3.974831 3.759683
H44 1.640573 2.817175 3.000167
H45 0.098469 3.380713 6.217927
H46 1.446212 2.333744 6.670603
H47 -1.483725 1.544866 6.332519
H48 -0.502490 1.476026 7.812858
H49 -0.771356 -0.771957 6.687883
H50 0.922623 -0.270783 6.820623
H51 -0.922200 -1.970121 4.612027
H52 0.852726 -2.080274 4.684157
H53 0.065721 -1.375690 3.258463

Forces on the atoms, in the same order (eV/Å):
0.02 -0.19 -0.09
0.10 0.16 0.05
-0.41 0.42 -0.29
0.31 -0.50 -0.06
-0.47 0.21 0.08
0.24 -0.48 0.04
0.05 0.27 0.08
-0.06 0.18 -0.01
0.04 -0.07 0.02
-0.04 0.03 -0.05
0.00 0.06 0.01
-0.04 0.00 0.00
0.05 -0.01 -0.02
0.21 -0.31 0.22
-0.08 0.12 -0.09
0.11 0.02 -0.01
-0.06 -0.05 0.12
0.06 -0.03 -0.01
-0.09 0.14 -0.10
-0.03 -0.06 0.02
-0.04 -0.05 0.00
-0.02 -0.04 0.03
0.03 -0.02 0.04
0.01 -0.01 -0.01
0.00 0.01 0.00
-0.01 0.00 -0.01
0.00 0.01 0.03
0.00 -0.01 0.00
-0.01 -0.01 -0.02
0.04 0.04 0.00
0.02 -0.03 0.00
0.11 -0.22 -0.10
-0.15 0.11 0.12
0.15 0.09 -0.19
-0.32 -0.31 0.46
0.06 0.32 -0.17
0.10 0.24 -0.29
0.03 -0.08 0.05
-0.06 0.04 0.00
0.01 0.01 0.00
0.01 0.03 -0.07
-0.31 0.17 0.19
-0.03 -0.03 0.03
-0.01 0.01 0.06
0.00 -0.02 0.02
0.05 -0.09 -0.02
0.08 0.02 -0.05
-0.25 0.08 0.18
0.18 0.09 0.07
-0.15 0.10 -0.16
-0.03 -0.07 0.06
0.02 0.07 0.10
0.04 0.02 -0.02
-0.02 -0.04 -0.01
0.03 0.03 -0.06
-0.07 -0.02 0.13
0.08 -0.08 0.00
-0.04 -0.07 -0.11
0.03 -0.01 0.05
0.01 0.02 -0.01
0.02 0.00 0.06
-0.10 -0.01 -0.09
0.51 -0.38 -0.48
-0.14 0.01 0.21
0.12 0.00 -0.02
-0.07 -0.08 -0.06
-0.04 0.00 0.06
0.06 0.01 -0.07
-0.03 -0.07 -0.06
-0.16 0.05 0.02
-0.02 -0.04 -0.03
0.06 -0.02 -0.05
0.02 0.02 -0.02
-0.01 0.07 -0.04
0.02 0.03 0.09
0.04 0.02 0.03
0.04 -0.02 -0.06
0.01 -0.09 0.04
0.00 -0.08 0.00
-0.01 0.00 -0.01
0.00 0.01 0.02
-0.01 0.02 -0.01
0.00 -0.02 0.01
0.03 -0.02 -0.05
0.04 0.03 0.02
0.00 -0.02 0.00
0.00 0.03 -0.02
-0.01 0.00 0.00
-0.01 0.04 0.01
-0.10 0.06 0.03
0.00 0.01 0.02
0.00 -0.02 0.00
0.01 0.03 0.01
0.01 0.01 0.03
0.05 -0.01 -0.02
-0.02 0.01 0.05
-0.01 0.01 0.01
-0.02 -0.02 0.00
-0.01 0.01 -0.05
0.04 -0.11 -0.04
-0.39 -0.01 0.15
0.62 0.51 -0.25
-0.23 -0.50 0.13
0.22 0.36 0.05
-0.11 0.00 -0.10
0.04 0.04 -0.02
-0.04 -0.07 0.03
0.19 -0.05 -0.10
-0.05 0.18 0.01
-0.08 -0.09 -0.12
0.04 0.13 -0.05
-0.11 0.16 0.16
0.07 -0.23 0.15
0.01 -0.02 0.00
0.05 -0.01 0.02
0.02 0.02 0.03
0.03 0.00 0.02
-0.03 0.04 0.03
-0.03 0.00 0.04
-0.06 0.01 0.00
0.06 -0.02 0.02
-0.03 -0.04 0.02
0.02 -0.02 0.01
-0.01 -0.02 0.00
-0.01 -0.08 0.00